[1]
Entry from OMol25: a cluster of 2 separate species, C24H27N2O5 in total at a distorted geometry (the ωB97M-V functional and the def2-TZVPD basis).

XYZ file:
```
58
Properties=species:S:1:pos:R:3
C -0.544 1.351 -4.082
H 1.806 -4.906 2.513
H -1.200 1.438 -0.239
H 1.835 7.271 -4.216
H -1.787 -0.572 -1.546
H 1.514 -2.687 1.703
C 1.213 -0.764 2.624
C -2.819 -4.108 4.320
H -0.038 3.318 1.318
N -3.268 -4.127 2.927
H -0.672 -4.504 2.846
H 2.086 3.236 -0.891
N -0.321 -4.579 0.768
H -0.772 4.380 -0.907
O 1.130 -5.815 -0.361
H 1.070 -2.769 3.418
H -0.812 -1.983 1.154
H -1.372 -0.644 -3.998
H -2.230 -3.209 4.520
C 1.270 5.430 -5.198
H 0.791 1.897 0.672
C 0.904 2.959 0.899
O 0.288 0.081 2.577
C -0.594 -2.497 2.092
C -1.113 0.246 -3.433
C -0.976 -3.980 1.944
C 0.512 4.554 -2.642
C 1.420 6.276 -4.088
H -4.260 -4.150 2.749
C 0.744 -5.375 0.712
C 1.244 3.730 -0.394
H 1.163 6.489 -1.947
H 1.566 5.770 -6.184
H -1.220 -2.057 2.869
C 1.041 5.841 -2.809
C -1.348 0.285 -2.051
H -2.217 -4.992 4.534
C -0.412 2.521 -1.946
C -2.510 -4.079 1.825
C 0.061 3.847 -1.377
H -0.367 1.334 -5.152
H 2.118 2.260 2.689
H 0.614 3.478 -5.883
O 2.678 4.080 2.080
C 0.872 -2.256 2.473
H 1.562 4.744 -0.131
C -0.206 2.474 -3.321
C 1.458 -5.789 1.983
C 0.737 4.143 -5.034
O -3.057 -4.091 0.726
H 2.318 -6.399 1.713
C 1.984 3.067 1.977
O 2.416 -0.472 2.796
H 0.782 -6.367 2.606
C 0.366 3.730 -3.751
H -3.687 -4.104 4.981
C -1.009 1.423 -1.308
H -0.753 -4.378 -0.122
```

Its spin multiplicity is 1. The calculation puts the HOMO-LUMO gap at 7.281 eV. The charge is -1. The calculation puts the HOMO energy at -0.17676 hartree. The calculation puts the energy relative to the best compared isomer or geometry (same formula, charge and spin) at 0.00 kJ/mol.

***

[2]
Entry from OMol25: the molecule C24H27N3O3 at a distorted geometry (the ωB97M-V functional and the def2-TZVPD basis).

XYZ file:
```
57
Properties=species:S:1:pos:R:3
O -2.089 -6.576 2.091
C -1.472 4.748 -6.964
C -0.597 3.024 -0.508
C 1.216 -0.665 3.308
C 1.361 -3.105 3.602
H 2.050 4.809 0.255
C 1.468 -1.905 2.732
H 3.204 3.554 -0.244
H 1.944 2.981 1.849
C 1.500 2.827 0.855
H -0.180 4.075 1.323
C 1.295 0.503 2.575
H 1.617 2.698 -1.905
H 1.083 1.441 3.062
N 0.049 4.018 -1.340
H 1.752 -6.214 3.526
H -0.772 -7.696 4.836
H -3.379 5.029 -7.897
C -3.549 4.058 -5.996
H 0.281 4.338 -5.812
C -2.122 -7.413 3.129
C -1.486 3.661 -4.814
H -1.294 2.340 -3.147
H 0.950 -0.632 4.354
H 0.905 -5.242 4.748
H 0.889 -4.289 1.986
C -0.757 3.175 -3.599
C -1.042 -7.200 3.929
C 1.837 -1.952 1.389
C 1.931 -0.792 0.653
H 2.082 -2.891 0.915
C -0.796 4.259 -5.861
C -0.350 -6.147 3.274
N -0.989 -5.797 2.187
C -0.644 4.323 -2.568
O 1.456 -3.046 4.815
H -0.921 5.208 -7.773
C 1.655 0.452 1.230
C -2.870 3.569 -4.893
C -0.011 3.085 0.901
H -0.504 2.342 1.531
H -0.463 2.002 -0.901
C 0.929 -5.502 3.683
H -4.625 3.975 -6.045
H -3.420 3.106 -4.086
H -1.667 3.243 -0.468
C -2.851 4.649 -7.035
H -2.948 -8.094 3.182
C 1.456 3.709 -1.496
H 1.899 4.437 -2.179
H 2.227 -0.816 -0.384
H -0.127 5.165 -3.038
H 0.245 2.841 -3.873
O 1.792 1.513 0.401
N 1.177 -4.285 2.951
H -1.652 4.657 -2.305
C 2.146 3.796 -0.137
```

Its spin multiplicity is 1. The calculation puts the HOMO-LUMO gap at 9.096 eV. The SMILES is O=C(NCc1ccon1)c1ccc(OC2CCN(CCc3ccccc3)CC2)cc1. The calculation puts the HOMO energy at -0.30478 hartree. The calculation puts the energy relative to the best compared isomer or geometry (same formula, charge and spin) at 268.38 kJ/mol.

***

[3]
Entry from OMol25: a cluster of 2 separate species, C24H27O7S2 in total at a distorted geometry (the ωB97M-V functional and the def2-TZVPD basis).

XYZ file:
```
60
Properties=species:S:1:pos:R:3
C -1.268 0.176 -4.941
H 1.213 0.959 0.891
S -0.737 2.831 0.004
C -0.070 -1.731 -4.055
H -0.429 4.520 -4.618
O -0.712 -1.743 4.407
H -1.695 0.528 3.771
C -1.788 0.437 -3.671
O -0.176 -4.115 3.102
H 1.830 -3.088 0.122
H 1.960 -5.428 3.352
C -0.680 0.752 4.129
H -1.559 0.815 -5.775
C -0.395 -0.897 -5.129
C 2.343 -1.514 2.403
H -0.419 2.562 2.962
H -0.350 -2.109 -1.937
H 0.015 -1.094 -6.119
C -3.249 4.552 -2.698
O -3.033 1.017 -1.100
O 0.258 -0.009 3.353
C -2.731 3.983 -1.534
H -3.355 3.849 -0.655
C 0.399 0.364 0.476
C -0.584 1.023 -0.165
H 0.505 3.596 -2.496
H 0.623 2.437 4.406
C -1.386 -0.340 -2.585
C -1.398 3.581 -1.500
C 2.751 -3.409 0.628
H -2.493 1.251 -3.518
C 0.112 -1.335 3.605
O 0.603 3.346 0.177
H 3.017 -4.000 3.403
H -2.846 5.132 -4.738
H 0.406 -0.720 0.436
H -4.295 4.858 -2.717
H 3.475 -3.626 -0.171
C 2.511 -4.707 1.408
C -0.553 3.835 -2.581
H 0.575 -2.596 -4.204
H 3.404 -5.345 1.351
H 2.039 -0.598 1.886
H 3.776 -1.533 0.810
O -2.069 -1.126 -0.179
H 2.910 -1.165 3.290
H -1.101 2.783 4.569
C -0.576 -1.461 -2.782
C -1.081 4.371 -3.757
C 3.330 -2.276 1.486
C -0.366 2.214 3.997
H 4.146 -2.652 2.118
H 1.693 -5.271 0.941
C 0.918 -3.579 2.978
C -2.433 4.719 -3.818
C 2.178 -4.467 2.873
O -1.745 3.053 1.024
S -1.927 0.102 -0.923
H -0.587 0.433 5.174
C 1.093 -2.148 2.836
```

Its spin multiplicity is 1. The calculation puts the HOMO-LUMO gap at 4.784 eV. The charge is -1. The calculation puts the HOMO energy at -0.10417 hartree.

***

[4]
Entry from OMol25: a structure of composition C24H28AuN3OSi2 (the ωB97M-V functional and the def2-TZVPD basis).

XYZ file:
```
59
Properties=species:S:1:pos:R:3
Au 0.019 0.332 -0.573
H -4.071 -2.386 0.323
H -3.486 2.772 0.494
C -2.686 2.818 -5.237
N -1.067 -0.724 2.320
H 3.203 1.239 -1.259
C 1.513 0.733 -3.670
C -0.491 3.567 -0.205
H 1.815 1.773 -3.533
H -5.984 -3.569 1.386
H -6.110 -3.729 3.851
H 3.192 1.322 3.610
H -1.202 1.336 -5.648
H -4.333 -2.717 5.240
H 5.183 2.170 2.424
C -1.717 1.896 -4.874
C -0.753 -1.312 -3.373
H -0.023 -0.237 4.278
H 0.352 3.750 -0.872
C -1.414 1.680 -3.529
H -1.712 -1.532 -2.902
C -2.009 -1.195 1.477
N -0.034 -0.117 1.716
H 1.497 0.529 -4.744
C -4.145 -2.470 1.399
H -3.608 3.897 -2.165
H -0.035 -2.069 -3.053
H -4.129 4.247 -4.544
C -3.216 -1.995 3.561
C 2.143 0.816 1.800
C -5.208 -3.127 1.998
C -2.090 2.411 -2.545
H -2.432 -1.551 4.158
H -3.598 1.050 0.060
C -4.281 -2.649 4.161
C -3.140 -1.900 2.174
C 4.361 1.773 0.478
H -2.556 1.563 1.394
Si -0.179 0.412 -2.914
C -2.927 1.835 0.405
O -2.044 -1.093 0.241
H 2.272 0.087 -3.223
C -3.367 3.533 -4.259
H -1.104 4.473 -0.173
C 3.250 1.269 -0.176
C 0.948 0.272 2.463
C 0.939 0.143 3.956
H -0.869 -1.394 -4.458
C 3.226 1.312 2.531
H 1.121 1.111 4.430
H 1.722 -0.542 4.293
H -2.920 2.978 -6.283
H -0.105 3.383 0.801
C -3.071 3.331 -2.920
H 5.211 2.137 -0.082
C -5.279 -3.217 3.381
Si -1.529 2.118 -0.787
N 2.186 0.798 0.463
C 4.339 1.788 1.865
```

Its spin multiplicity is 1. The calculation puts the HOMO-LUMO gap at 7.093 eV. The calculation puts the HOMO energy at -0.27634 hartree. The calculation puts the energy relative to the best compared isomer or geometry (same formula, charge and spin) at 0.00 kJ/mol.

***

Number 1: M 423.49 g mol⁻¹. Number 2: M 405.50 g mol⁻¹. Number 3: M 491.61 g mol⁻¹. Number 4: M 627.65 g mol⁻¹.